# 1
Entry from OMol25: the molecule C2H5NP2 at a distorted geometry (ωB97M-V with the def2-TZVPD basis set).

Calculated total energy in eV: -22220.28495
Structure (SMILES): N#CC(P)P
Energy above the lowest of the compared OMol25 structures with the same formula, charge and spin in kcal/mol: 30.00

Element x y z (Å)
N: -2.76393 -0.43646 0.28821
C: -1.71855 -0.30920 -0.15724
C: -0.36558 -0.00379 -0.53012
P: -0.12618 1.72864 0.08697
P: 0.66222 -1.52809 0.06503
H: -0.37464 -0.35635 -1.72024
H: 0.56870 1.19941 1.36399
H: 1.18110 1.91862 -0.36748
H: 1.95605 -1.06736 -0.46175
H: 0.98081 -1.14543 1.43263

# 2
Entry from OMol25: C30H52NOSiTi as an isolated structure at a distorted geometry (ωB97M-V with the def2-TZVPD basis set).

Calculated total energy in eV: -66480.71497
Total charge: +1

Element x y z (Å)
Ti: -14.28890 -1.84685 8.04312
C: -12.05769 -2.09955 9.21350
C: -11.91041 -3.15501 8.28477
C: -13.04254 -4.05321 8.53749
C: -13.81276 -3.50665 9.61175
C: -13.07600 -2.34874 10.13340
C: -12.96194 -1.88292 11.57687
C: -12.27849 -0.50314 11.64017
C: -14.24831 -1.89876 12.35636
C: -12.05613 -2.92431 12.31108
C: -13.28103 -5.52330 8.18001
C: -14.55950 -6.09403 8.85116
C: -13.36761 -5.72555 6.64433
C: -12.11195 -6.38718 8.79820
C: -10.54932 -3.24516 7.60722
C: -10.02895 -1.83319 7.21704
C: -10.41254 -4.11325 6.35743
C: -9.55050 -3.71923 8.71383
H: -11.28037 -1.34056 9.30536
H: -14.54739 -4.11738 10.14757
H: -12.88626 0.23581 11.14735
H: -11.32712 -0.52228 11.11864
H: -12.14282 -0.22988 12.67965
H: -14.98961 -1.19254 11.99743
H: -14.07344 -1.69531 13.42222
H: -14.72644 -2.89744 12.33809
H: -11.07747 -3.01197 11.85894
H: -12.49650 -3.92580 12.35573
H: -11.87296 -2.67607 13.36851
H: -15.39300 -5.46282 8.67221
H: -14.38594 -6.23492 9.94478
H: -14.74740 -7.08933 8.49028
H: -14.39768 -5.73606 6.29759
H: -12.92365 -6.70361 6.37246
H: -12.84216 -4.96066 6.11227
H: -12.01112 -6.15092 9.87915
H: -11.15149 -6.10984 8.41162
H: -12.26896 -7.44826 8.57576
H: -10.86140 -1.15618 6.94964
H: -9.31646 -1.93433 6.38995
H: -9.46254 -1.37553 8.04594
H: -11.02471 -3.70689 5.54874
H: -10.70662 -5.15655 6.55483
H: -9.35910 -4.09159 5.95812
H: -9.47786 -3.00083 9.48625
H: -8.53415 -3.89640 8.29521
H: -9.84258 -4.64871 9.18332
C: -14.96551 0.05304 4.96373
C: -13.56359 -0.22287 5.50309
C: -12.75992 -1.11412 4.58894
C: -12.84045 1.07221 5.80658
O: -13.74070 -0.86208 6.76562
H: -15.58889 0.67564 5.62417
H: -15.54971 -0.87211 4.75295
H: -14.95169 0.57888 3.99870
H: -12.85791 -0.83530 3.55077
H: -13.14726 -2.12760 4.74274
H: -11.64338 -1.14772 4.79132
H: -12.65324 1.64319 4.91679
H: -11.89984 0.86456 6.28289
H: -13.39269 1.69293 6.52008
C: -15.22959 0.54248 9.14873
Si: -16.78844 -0.36065 8.50743
C: -17.67833 0.69417 7.23960
C: -17.98709 -0.80337 9.94645
N: -16.13048 -1.91661 7.98815
C: -16.91264 -2.66767 7.06195
C: -16.25385 -3.53325 6.13851
C: -16.92308 -4.07598 5.04658
C: -18.29181 -3.81005 4.89036
C: -19.00357 -3.04408 5.81790
C: -18.34459 -2.59366 6.96592
H: -15.70416 1.30168 9.82402
H: -14.63135 1.13222 8.44291
H: -14.52712 -0.04711 9.79490
H: -17.31192 1.72080 7.18692
H: -18.73554 0.75434 7.46720
H: -17.68885 0.33485 6.20243
H: -18.03170 -0.05584 10.73796
H: -17.70375 -1.78387 10.35513
H: -18.98295 -0.94032 9.57072
H: -15.17755 -3.68902 6.21355
H: -16.35785 -4.73040 4.35189
H: -18.80317 -4.27097 4.02633
H: -20.08920 -2.88703 5.66775
H: -18.90676 -2.14452 7.76594

# 3
Entry from OMol25: C29H49As3Cl2N6SV as an isolated structure at a distorted geometry (ωB97M-V with the def2-TZVPD basis set).

⟨S²⟩: 0.8066
Spin multiplicity: 2
Calculated total energy in eV: -283870.62099
Total charge: +2

Element x y z (Å)
V: 0.71533 -0.29013 -0.42506
C: 5.98564 -2.02448 -2.77327
C: 5.45809 -0.59993 -2.81122
N: 4.69159 -0.29910 -1.63060
C: 3.43236 -0.78140 -1.43661
S: 3.02977 -0.96782 0.22722
N: 2.59797 -1.13888 -2.36591
N: 1.41346 -1.59306 -1.80661
C: 1.06335 -2.77762 -2.17285
C: 1.69867 -3.61744 -3.23601
C: 0.00106 -3.25502 -1.31118
C: -0.82716 -4.34615 -1.49987
C: -1.77196 -4.59949 -0.50831
C: -1.83278 -3.76795 0.61095
C: -0.94850 -2.70134 0.69354
N: -0.04032 -2.42112 -0.25447
H: 6.60161 -2.22504 -3.65534
H: 5.16823 -2.75247 -2.75851
H: 6.59945 -2.19287 -1.88192
H: 4.86141 -0.44011 -3.71624
H: 6.30449 0.09330 -2.86404
H: 5.17289 -0.33140 -0.73959
H: 2.74753 -3.79592 -2.98281
H: 1.64776 -3.08673 -4.19151
H: 1.20747 -4.58470 -3.35280
H: -0.75945 -4.97141 -2.37829
H: -2.45381 -5.43883 -0.60214
H: -2.54945 -3.94416 1.40409
H: -0.93863 -2.02420 1.54207
C: 1.93302 2.05986 2.98694
As: 1.21335 0.49941 2.00863
C: 2.78009 -0.63585 2.39311
C: 0.09993 -0.25220 3.48438
C: -1.38433 0.23393 3.58303
C: -1.93126 -0.32804 4.92098
C: -2.24775 -0.38757 2.43827
As: -1.58636 -0.19153 0.56680
C: -2.97168 -1.34926 -0.22834
C: -2.47479 1.47804 0.02865
C: -1.43790 1.79051 3.63254
As: -3.12722 2.61583 4.32512
C: -2.45926 4.46895 4.19835
C: -4.21070 2.75892 2.68576
H: 2.27430 1.75974 3.99916
H: 1.16380 2.85066 3.07621
H: 2.79610 2.47081 2.42384
H: 3.02180 -0.61166 3.47536
H: 3.65141 -0.27016 1.81184
H: 2.55449 -1.68001 2.09310
H: 0.64300 -0.01231 4.42366
H: 0.10399 -1.35975 3.38505
H: -1.84474 -1.43632 4.95061
H: -3.00497 -0.08398 5.05997
H: -1.36444 0.08160 5.78514
H: -3.30614 -0.07341 2.50856
H: -2.24049 -1.48938 2.58838
H: -3.97921 -1.04218 0.12037
H: -2.78612 -2.40101 0.07373
H: -2.92425 -1.27393 -1.33364
H: -3.55222 1.43681 0.27887
H: -2.37555 1.59464 -1.06994
H: -1.98500 2.34203 0.51585
H: -1.14704 2.24113 2.66455
H: -0.68992 2.11280 4.38771
H: -1.66978 4.62693 4.96028
H: -3.29492 5.17504 4.38324
H: -2.03471 4.65705 3.19007
H: -4.58365 1.76489 2.37850
H: -3.62364 3.23223 1.87699
H: -5.08698 3.40416 2.89919
Cl: 4.10854 3.37071 -0.93009
C: 3.54458 2.17017 -2.09778
Cl: 2.32640 1.10834 -1.38264
H: 4.39429 1.56633 -2.42571
H: 3.10677 2.68666 -2.95553
N: -1.99656 -0.72663 -3.62398
C: -1.21701 -1.17940 -2.59704
N: -0.57618 -0.19859 -2.00409
C: -0.95707 0.93816 -2.67567
C: -0.58091 2.27289 -2.46847
C: -1.11983 3.26017 -3.30350
C: -2.01458 2.92504 -4.32342
C: -2.40208 1.59818 -4.54590
C: -1.84976 0.63495 -3.69901
H: -2.57810 -1.29476 -4.22185
H: -1.15780 -2.22632 -2.33108
H: 0.11369 2.52453 -1.67514
H: -0.83632 4.29924 -3.15332
H: -2.41843 3.71179 -4.95781
H: -3.09633 1.33996 -5.33763
H: 0.02036 1.31663 -0.34394

What is the calculated total energy in the first record?
-22220.28495 eV

Which of these has the lowest calculated total energy?
C29H49As3Cl2N6SV

Which formula does entry 1 have?
C2H5NP2

Among the records above, which one has the highest calculated total energy?
C2H5NP2